Computed, not measured: a molecular structure, C36H33F2N3OReS, with wB97M-V/def2-TZVPD.

ORCA input file:
```
! RIJCOSX wB97M-V def2-TZVPD def2/J DEFGRID3
* xyz 2 4
C -3.174 1.215 -0.686
C 2.512 -1.577 -1.659
C -3.448 3.588 -0.542
C 1.662 -4.452 -0.356
O 0.419 -0.316 -1.585
F -2.349 -1.283 4.814
H -5.046 2.221 -0.968
H 1.520 -0.584 -3.301
H 5.599 4.302 1.281
H 2.964 -2.398 -2.219
H 1.772 -1.185 0.337
C -0.333 -0.165 4.533
C -0.980 -3.932 -0.144
C -3.990 2.336 -0.757
H -3.907 -2.243 3.612
H 5.610 0.940 -1.721
C 2.182 -2.019 -0.233
N -0.128 -2.883 -0.160
H 7.034 -0.069 0.915
Re -0.925 -0.689 -0.269
C -4.738 -2.633 0.353
C 6.151 1.784 0.230
C 1.198 -3.150 -0.238
C 0.777 -5.512 -0.364
C 3.495 4.437 1.109
H 1.283 0.659 1.674
C -1.254 2.564 -0.268
H 3.246 -0.771 -1.634
H -3.507 -1.925 -1.251
C 0.612 0.341 3.667
C 0.162 2.856 -0.008
C 2.440 2.537 0.078
H -3.663 0.271 -0.847
C 3.656 1.888 -0.065
C 2.350 3.787 0.669
H 3.443 5.418 1.564
C 1.261 -1.149 -2.409
H 5.868 0.617 2.053
C 6.420 1.510 -1.257
C -0.577 -5.243 -0.240
H -2.029 -3.712 -0.046
C 7.315 2.600 0.793
C -4.833 -2.717 1.741
C -2.092 3.684 -0.303
C 4.813 2.512 0.375
H 2.729 -4.622 -0.430
H -1.314 -6.033 -0.214
C 0.500 0.234 2.289
H 3.696 0.900 -0.505
H -4.061 4.479 -0.571
F 1.678 0.958 4.171
C -1.794 1.261 -0.430
H 5.305 -0.209 0.590
C -2.744 -1.564 1.946
C 4.707 3.792 0.949
H -5.688 -3.200 2.198
C -1.427 -0.796 3.979
H -0.229 -0.072 5.606
C -1.602 -0.934 2.608
H 1.135 -6.529 -0.454
N -2.659 -1.495 0.596
C -0.610 -0.404 1.765
H 7.446 3.544 0.260
H 7.339 0.932 -1.366
C 6.078 0.452 0.993
H 6.538 2.443 -1.813
H -1.675 4.676 -0.173
H 1.042 1.243 -0.896
N 1.176 2.063 -0.292
H 3.089 -2.331 0.284
H 8.239 2.031 0.681
C -3.635 -2.017 -0.178
S 0.696 4.300 0.740
C -3.839 -2.185 2.538
H 0.695 -2.024 -2.730
H -5.501 -3.033 -0.299
H 7.187 2.811 1.857
*
```

E_LUMO (alpha / beta) = -5.9 / -7.1 eV
HOMO energy (alpha / beta) = -13.8011 / -13.8584 eV

---

Computed, not measured: 5 unconnected molecules or ions with the total composition C36H33F9N4O12, with wB97M-V/def2-TZVPD.

ORCA input file:
```
! RIJCOSX wB97M-V def2-TZVPD def2/J DEFGRID3
* xyz 0 1
O 6.049 3.726 -4.238
H 2.145 0.570 -1.710
C 2.049 4.497 5.231
C 5.901 3.023 -3.288
C -3.650 0.146 -1.318
C 1.216 3.779 -1.160
O -1.852 1.226 -0.359
O -1.773 -0.919 -0.498
H 0.896 1.814 -0.360
C 0.247 6.111 -0.694
C -5.208 -5.511 -0.494
C 3.300 2.233 -2.405
C 1.924 5.689 4.528
H -5.914 -2.001 -2.564
F 1.533 6.273 -0.315
N -1.669 -8.944 3.023
C 2.546 5.842 3.296
C -0.005 4.570 -0.752
C 3.397 3.627 3.474
H 2.882 2.511 5.225
F 0.351 5.422 -3.745
H -7.077 0.142 -3.008
C -5.518 1.348 -2.163
H -3.692 -1.988 -1.478
H 3.052 -7.658 5.045
H 2.438 6.766 2.745
H 1.335 6.498 4.939
H 3.555 2.767 -1.486
H -5.226 -6.954 2.542
O 1.444 1.135 -3.507
H 4.724 0.728 -1.800
H 0.077 2.652 -3.836
H 0.704 -9.413 1.918
C 0.930 2.115 -4.286
N -2.326 0.148 -0.675
H 7.298 3.241 -1.694
H -6.027 2.283 -2.355
O -1.692 -9.518 1.950
N 4.164 2.505 2.899
N -5.845 -4.408 -1.231
C 0.925 2.284 -1.346
C -5.577 -5.732 0.821
C 0.783 -8.912 2.872
C -3.996 -7.546 0.889
C 0.771 6.597 -3.260
C -4.276 1.358 -1.549
H 0.989 -7.124 6.295
H 5.625 3.035 -1.104
O -5.516 -4.236 -2.393
C 1.954 1.524 -2.210
H 3.208 2.949 -3.231
H -1.223 -7.730 5.346
H -3.997 -6.073 -2.168
F -0.361 4.208 0.504
H -3.513 -8.336 1.443
C 0.929 -7.623 5.338
C -3.648 -7.304 -0.433
H -2.897 -7.916 -0.916
C -4.255 -6.278 -1.140
O -6.659 -3.723 -0.645
O 1.284 2.311 -5.401
H 6.135 4.557 -1.865
H -6.326 -5.110 1.287
C -0.356 -8.596 3.590
C 2.087 -7.926 4.634
C -0.007 6.965 -1.969
C -5.460 -1.062 -2.284
C 2.786 3.450 4.702
O 4.712 2.680 1.826
C -6.106 0.143 -2.529
O -2.662 -8.632 3.652
C 3.299 4.809 2.763
O 4.198 1.467 3.526
H -3.802 2.282 -1.253
H 3.787 4.915 1.805
H -0.077 2.141 -1.753
F -1.077 4.331 -1.546
H 3.975 0.441 -3.378
C -4.216 -1.064 -1.674
C -4.960 -6.762 1.512
C 6.247 3.471 -1.887
F 2.082 6.509 -3.014
C 4.389 1.214 -2.727
H 1.925 3.908 -0.336
F 0.565 7.535 -4.176
H 2.918 -8.804 2.860
C -0.310 -7.958 4.816
H 1.683 4.237 -2.034
F -0.537 6.651 0.247
C 2.015 -8.569 3.406
F 0.353 8.222 -1.656
H 1.562 4.378 6.189
F -1.313 6.949 -2.253
O 5.510 1.729 -3.454
*
```

E_LUMO = -0.9 eV
HOMO energy = -9.9415 eV

---

no.,calculated total energy (eV)
1,-62773.0344
2,-92844.5432